The following is a quantum chemistry calculation of a molecular structure, C28H42CaO22Pt, from the Open Molecules 2025 dataset.

Summary:
**Multiplicity**: 3
**Energy**: -3543.57160 Ha
**Charge**: +2
**E_LUMO (alpha / beta)**: -8.8 / -9.5 eV
**<S²>**: 2.040

Last column: Löwdin charge in e.
CARTESIAN COORDINATES (ANGSTROEM)
Pt -3.883632 -38.007451 11.431000  0.819
Ca -4.413094 -35.837465 14.406186  1.729
O -9.264072 -35.416183 5.250704  0.067
O -2.807557 -32.720737 8.114336  0.140
O -8.190546 -39.711360 15.515183  0.150
O -1.048576 -36.473457 8.498879  0.136
O -5.770788 -40.804943 10.756744  0.339
O -8.799590 -31.270495 12.279829  0.054
O -8.563653 -38.491124 13.708225  0.109
O -6.363362 -34.143415 5.652469  0.058
O -0.775368 -31.935456 8.007787  0.132
O -5.764190 -32.490605 6.892751  0.109
O -10.017781 -34.831121 7.315985  0.028
O -5.607704 -38.714069 10.177334  -0.045
O -5.052638 -36.133609 11.522001  -0.179
O -2.743212 -36.424841 9.790419  0.040
O -1.694089 -32.624921 9.841711  0.130
O -9.185183 -37.575178 15.634479  0.050
O -6.735115 -34.153194 7.876478  0.179
O -10.545952 -30.114517 11.504678  0.080
O -2.933478 -36.021015 7.564781  0.142
O -10.249754 -33.273180 5.604673  0.095
O -6.028585 -34.908526 13.071404  -0.164
O -8.638436 -28.949906 12.120731  0.106
C -0.754461 -36.102017 7.144352  -0.051
C -9.705280 -32.306531 11.824535  -0.266
C -10.483849 -37.070589 7.893011  -0.005
C -2.861016 -33.252497 10.326868  -0.299
C -6.886005 -32.896291 3.709884  0.023
C -9.284060 -30.020692 11.958515  -0.463
C -6.345472 -33.665114 6.906139  -0.612
C -1.748087 -32.400032 8.592436  -0.749
C -3.752812 -33.012162 9.132929  -0.030
C -10.438847 -37.420061 12.769447  -0.003
C -3.226357 -32.456703 11.568583  -0.003
C -7.137805 -35.046727 11.001124  0.038
C -2.279676 -34.897167 5.585724  0.016
C -9.843938 -34.418813 5.971034  -0.415
C -10.981493 -31.423294 11.404558  -0.091
C -5.727548 -33.311381 4.722163  -0.278
C -2.305133 -36.305396 8.676250  -0.631
C -5.347653 -32.136666 5.602414  -0.096
C -9.205792 -36.475114 14.678925  -0.087
C -8.674507 -36.356782 6.125599  -0.110
C -7.595050 -40.088860 9.589589  0.088
C -8.543511 -38.670905 14.983615  -0.529
C -10.149673 -33.335648 12.895101  -0.030
C -2.038289 -36.107375 6.486956  -0.322
C -9.338575 -36.095196 7.517642  -0.298
C -9.094131 -37.240634 13.375889  -0.356
C -6.006105 -35.442172 11.961190  -0.713
C -6.206044 -39.813626 10.176659  -0.595
H -8.492638 -35.991480 8.197156  0.111
H -3.971124 -32.980591 12.167713  0.058
H -7.614555 -36.443822 6.364431  0.117
H -1.837191 -35.059914 4.602969  0.103
H -7.059879 -34.175657 10.350538  0.090
H -8.479577 -36.746491 12.623404  0.122
H -10.055573 -37.949086 8.375622  0.059
H -7.569055 -40.922704 8.888069  0.114
H -10.061360 -35.828761 14.874694  0.144
H -4.242450 -32.040385 9.196097  0.156
H -6.997305 -33.849062 3.192262  0.083
H -9.280901 -32.822409 10.963208  0.128
H -0.380381 -35.089713 7.297319  0.151
H -10.460541 -38.078246 11.900873  0.098
H -8.295672 -35.890207 14.811869  0.108
H -4.884550 -33.923415 4.401418  0.135
H -5.845979 -31.269301 5.169464  0.135
H -8.133964 -34.990965 11.440059  0.064
H -2.281185 -32.403995 12.108938  0.098
H -7.768077 -39.231312 8.939376  0.095
H -8.962711 -37.268859 5.602973  0.135
H -11.710781 -31.414095 12.214589  0.137
H -1.837470 -33.948816 5.890976  0.095
H -11.265229 -31.936878 10.485953  0.140
H -6.531005 -32.086092 3.072980  0.090
H -9.326566 -33.925405 13.298581  0.053
H -2.252309 -36.962946 5.846419  0.169
H -11.274125 -37.445728 13.469280  0.113
H -7.111165 -35.901830 10.325711  0.079
H -10.709168 -32.927761 13.736938  0.095
H -11.135532 -36.542840 8.589362  0.085
H -4.316226 -31.902036 5.339330  0.142
H 0.028717 -36.742498 6.738751  0.162
H -3.663915 -31.476257 11.380504  0.105
H -4.402848 -33.871672 8.969240  0.131
H -3.350451 -34.959958 5.391767  0.076
H -10.829766 -33.977578 12.335200  0.083
H -2.573185 -34.224527 10.727388  0.135
H -10.632334 -36.419008 12.384007  0.073
H -10.981611 -37.374681 6.972225  0.096
H -7.873055 -32.705109 4.130957  0.087
H -8.245928 -40.172300 10.459928  0.112

Forces on the atoms, in the same order (eV/Å):
-0.4350 0.4877 -0.7616
-0.9130 0.4424 -1.3985
0.4901 2.3720 0.4246
-7.1300 -2.8648 -4.8266
-0.4135 2.8362 -0.7383
2.0825 -0.9324 -0.4968
1.1823 -2.0363 1.2131
-0.2201 -0.0346 -0.2925
1.4243 0.0330 -1.8275
-1.2226 -2.4364 1.6947
-1.3729 -0.6148 0.0386
1.4645 2.1726 0.6159
1.3255 0.4279 -1.9353
-0.2803 -0.3519 0.2217
0.5323 -0.6119 0.6975
-1.8225 -0.0272 1.1221
1.5698 -0.5758 4.4052
1.2993 -0.7968 -0.8796
-1.8271 -2.5529 3.4638
1.2006 1.5876 -1.4416
-2.1214 -0.0084 0.9109
2.1633 -5.6844 1.1294
1.0057 -0.0870 3.8297
-2.8703 -4.8594 -0.7038
2.9927 0.5640 1.1256
-1.4743 1.3915 1.3108
1.5609 0.3867 0.0830
0.0768 1.6825 1.3877
2.1216 -1.8031 -0.0855
2.5877 3.4403 0.8501
1.4724 1.4768 -4.0804
8.9018 3.2591 -0.9442
-0.6297 -0.2353 0.6119
-0.9246 1.6572 -0.8448
-0.3074 -0.3148 0.2388
0.0793 -1.7929 -0.5532
0.1823 -0.7804 -0.8745
-1.9719 4.1320 0.6127
1.1723 -2.5226 1.9914
-2.3461 1.2041 -0.0484
0.1396 -0.5816 0.8660
0.4643 0.8555 -2.7340
1.1925 -0.9757 0.9637
-1.3102 -1.7598 0.8469
1.0960 0.7242 -0.5588
-1.2230 -2.1286 3.9996
0.4762 0.4689 -0.7005
-0.8179 1.3214 -2.9678
-1.3949 -0.3455 -1.3477
-1.6100 0.9043 -0.9370
-1.1060 1.5915 -2.9828
-0.9594 1.8883 -0.8563
-0.5586 0.1986 0.5500
-0.1171 -0.2535 0.1662
0.3891 1.1864 -1.2091
0.1756 -0.3441 -0.0556
0.8228 0.1895 0.3452
0.4350 -0.1906 0.2842
-0.1882 -0.2077 0.0513
-0.1618 -0.4214 0.5924
-0.1066 -0.3716 -0.3517
-0.8441 -0.4782 0.5906
-0.3200 0.3606 -0.8799
0.1659 0.1801 -0.0066
0.2962 0.1324 -0.6936
-0.2278 -0.2892 0.4141
0.0953 0.3050 0.2905
-0.1334 0.5608 -0.9508
-0.5597 0.1955 0.9187
0.2781 -0.0053 0.4709
-0.2173 0.4023 0.3465
-0.3689 0.3275 0.3451
0.0377 -0.5438 0.7146
-0.5427 -1.0880 -0.4442
-0.6124 0.0010 0.6017
-0.6748 1.4533 -0.5042
-0.2218 -0.1962 -0.2027
0.1453 -0.0477 -0.1354
-0.0935 -0.4750 0.5562
0.1668 -1.1599 0.1520
-0.4594 0.0927 -0.4357
0.1165 0.3445 -0.1555
-0.1788 -0.2583 -0.1337
0.5966 -0.1429 1.6293
-0.1927 0.0356 0.0622
0.3925 0.0803 -0.1396
-0.0473 0.3618 -0.7779
-0.0728 0.8409 0.1412
-0.0772 -0.3253 0.1593
-0.4102 -0.5277 -1.0200
-0.1108 0.2223 -0.6008
-0.2721 0.0957 0.2419
0.4280 0.3346 0.6776
-0.3241 -0.1676 -0.4421